(1)
ORCA calculation (wB97M-V/def2-TZVPD) on a 8-piece molecular cluster, C27H76N8O8 overall at a distorted geometry.

Structure (XYZ):
```
119
Properties=species:S:1:pos:R:3:forces:R:3:lowdin_charge:R:1
C -2.921116 -3.847945 -4.910765 1.0 -0.4 0.7 -0.0970
O -2.674686 -5.264375 -4.874985 -0.5 0.2 -0.5 -0.1946
C -3.865736 -6.058015 -4.813845 0.2 0.0 0.3 -0.1939
C -4.672876 -5.808045 -3.548805 -0.3 -0.9 1.6 -0.4587
C -3.832406 -5.945825 -2.278655 1.3 1.0 -0.9 -0.0603
N -5.625526 -6.867325 -3.327255 -1.5 -1.1 -0.8 0.0081
H -3.541096 -3.511945 -5.741925 -0.4 -0.2 0.2 0.0916
H -1.970706 -3.321575 -4.998835 0.3 -0.4 -0.4 0.0844
H -3.208936 -3.515965 -3.913245 -0.9 0.1 -0.1 0.0756
H -4.455846 -6.002815 -5.728625 -0.3 0.7 -0.2 0.1192
H -3.607156 -7.116795 -4.798975 0.6 0.0 0.3 0.1242
H -5.190366 -4.850105 -3.497085 0.3 0.4 -0.4 0.1309
H -4.451826 -5.846115 -1.387325 0.2 0.4 0.0 0.0798
H -3.071616 -5.178215 -2.420325 0.1 0.2 1.0 0.0660
H -3.269686 -6.875905 -2.198825 -0.3 -0.2 -0.3 0.0886
H -6.039466 -6.790605 -2.409175 0.2 0.0 0.2 0.0656
H -6.431796 -6.834105 -3.934645 0.0 0.0 -0.5 0.0702
C -1.925116 3.125665 -5.576035 0.8 0.4 -0.5 -0.1471
O -3.170196 2.941875 -5.029565 -2.1 -0.8 0.4 -0.1854
C -4.199866 3.607535 -5.775665 0.1 -0.2 0.5 -0.1846
C -5.591946 3.381405 -5.185685 0.9 -0.1 0.5 -0.4879
C -6.108216 2.000795 -5.353915 -0.4 -0.8 0.3 -0.0735
N -6.514456 4.291305 -5.817475 -0.3 1.5 0.2 0.0371
H -1.156786 2.614885 -4.995635 -0.2 0.0 0.2 0.0912
H -1.725816 4.197115 -5.595785 0.5 0.2 -0.2 0.0852
H -1.866866 2.734745 -6.591855 0.0 0.0 -0.3 0.0866
H -3.959296 4.668195 -5.703405 -0.1 0.3 -0.5 0.1221
H -4.268636 3.267505 -6.808985 0.5 0.1 -0.3 0.1301
H -5.456256 3.536425 -4.115325 -0.2 0.2 0.4 0.1375
H -7.063186 1.949765 -4.830915 -0.1 -0.2 0.2 0.0763
H -5.412846 1.304785 -4.884725 -0.1 -0.3 -0.2 0.0842
H -6.346546 1.740805 -6.385285 0.4 0.0 -0.1 0.0854
H -7.431086 4.261945 -5.394365 -0.5 -1.1 -0.1 0.0723
H -6.314356 5.219025 -5.471945 0.8 0.6 -0.5 0.0702
C -1.167896 6.333135 -0.067555 0.0 0.6 1.0 -0.1039
O -0.365536 7.333075 -0.711645 -0.9 -1.1 0.0 -0.1756
C -1.154736 8.103865 -1.600635 0.6 1.1 -0.3 -0.2125
C -0.170806 8.979735 -2.397515 -0.3 -0.5 -0.4 -0.4355
C 0.651704 10.017775 -1.666415 0.8 -0.7 1.7 -0.0729
N -0.823606 9.717765 -3.486835 0.2 -0.4 -0.3 0.0239
H -1.690986 5.591755 -0.671555 0.0 0.4 -0.8 0.0839
H -1.894386 6.880655 0.532885 -0.4 -0.2 0.1 0.0839
H -0.606046 5.719305 0.636465 0.6 0.4 -0.1 0.0809
H -1.803916 7.496585 -2.231415 0.5 -0.3 -0.5 0.1200
H -1.878236 8.787465 -1.156405 -0.1 0.1 1.0 0.1215
H 0.497524 8.265385 -2.878295 0.2 -0.1 0.0 0.1364
H 1.598084 10.213315 -2.170625 -0.3 0.4 -0.6 0.0809
H 1.035234 9.696875 -0.697895 -0.3 -0.3 0.3 0.0730
H 0.072454 10.918615 -1.463765 0.1 0.1 -0.2 0.0786
H 0.018144 10.036475 -3.945055 -0.1 0.2 -1.1 0.0624
H -1.129696 10.598845 -3.099415 -0.6 0.1 0.2 0.0550
C -4.162816 0.611795 6.580535 0.5 -1.2 -0.2 -0.0959
O -3.445276 -0.615925 6.453365 -0.7 -0.9 -0.7 -0.1936
C -4.281946 -1.768675 6.638235 1.0 0.2 1.6 -0.2181
C -3.522476 -3.085065 6.420495 -1.9 0.1 -2.6 -0.4200
C -3.752766 -3.454875 4.927065 1.1 1.6 -0.1 -0.0755
N -4.236506 -4.137555 7.126205 0.7 0.2 0.7 0.0249
H -3.424016 1.376695 6.341375 -0.4 0.2 0.2 0.0901
H -4.551436 0.659445 7.597785 -0.1 0.5 0.1 0.0839
H -4.991116 0.601265 5.872085 -0.1 0.4 -0.1 0.0837
H -4.552526 -1.792825 7.693835 -0.2 0.3 0.5 0.1084
H -5.251816 -1.781635 6.140955 0.2 0.4 -0.7 0.1267
H -2.461956 -2.954355 6.635695 0.0 0.0 0.2 0.1395
H -4.816416 -3.480565 4.690205 0.1 -0.4 0.3 0.0745
H -3.209926 -4.308485 4.521145 -0.1 -0.2 0.3 0.0704
H -3.369846 -2.566265 4.425245 0.2 0.0 -0.7 0.0673
H -4.543546 -3.761475 8.011865 0.0 -0.3 0.5 0.0584
H -3.501326 -4.807675 7.300975 -0.4 -0.7 0.4 0.0751
C 5.147984 -2.162255 5.014685 0.7 0.2 1.3 -0.1152
O 5.543744 -3.501625 5.292335 -1.5 -0.3 -1.7 -0.1799
C 5.246584 -4.356845 4.157645 0.3 -0.6 0.8 -0.2078
C 6.509904 -5.124095 3.834985 1.1 1.6 0.5 -0.4658
C 7.706574 -4.194005 3.677265 0.7 0.6 0.3 -0.0692
N 6.272524 -5.841725 2.619055 -0.7 -0.6 -0.3 0.0418
H 5.757564 -1.683855 4.248115 -0.2 -0.3 -0.6 0.0840
H 5.414694 -1.607515 5.914255 -0.2 0.0 0.2 0.0846
H 4.075704 -2.034675 4.866225 0.0 -0.2 -0.3 0.0876
H 4.524134 -5.155965 4.323705 -0.4 0.1 1.1 0.1238
H 4.770564 -3.897585 3.291275 0.6 1.0 -0.1 0.1185
H 6.666774 -5.709605 4.740895 0.2 -0.7 -0.3 0.1393
H 7.924454 -3.560855 4.537345 -0.3 -0.2 0.3 0.0729
H 7.600684 -3.484285 2.856785 -0.3 -0.1 -0.3 0.0794
H 8.629934 -4.745005 3.498625 0.0 -0.3 -0.1 0.0734
H 7.101014 -5.926705 2.047675 0.2 -0.1 0.1 0.0705
H 5.671074 -5.190675 2.134815 -0.2 -0.4 -0.9 0.0622
C 8.417934 3.568905 2.769655 -0.2 -0.1 -1.0 -0.1141
O 7.151324 4.172505 2.607795 -0.4 -0.1 -1.2 -0.1940
C 6.427214 3.836355 1.399595 -1.9 -0.2 1.8 -0.1657
C 5.122144 4.701385 1.387945 0.4 0.2 -0.2 -0.4420
C 4.195354 4.604525 2.589195 1.6 -0.2 2.1 -0.0716
N 4.359144 4.345205 0.229485 -0.7 -0.5 -1.6 0.0113
H 8.992854 4.230345 3.417765 0.1 -0.3 0.0 0.0899
H 8.885814 3.441485 1.793465 0.4 0.5 -0.2 0.0775
H 8.391784 2.532265 3.105525 -0.4 0.0 0.7 0.0798
H 6.928854 3.848565 0.431965 0.6 0.7 0.2 0.1213
H 6.033494 2.822125 1.466145 0.2 -0.6 0.3 0.1147
H 5.460454 5.720315 1.199665 -0.1 0.3 0.4 0.1368
H 3.416864 5.361985 2.680515 -0.1 -0.1 -0.5 0.0780
H 4.778484 4.692645 3.505875 0.3 0.6 0.2 0.0648
H 3.826024 3.602635 2.808085 -0.5 -0.2 -0.9 0.0782
H 3.913474 3.448425 0.360895 0.4 -0.7 0.1 0.0670
H 3.521104 4.907185 0.185015 0.1 0.7 -0.2 0.0685
N 2.831434 -8.531305 -1.882515 3.0 -4.1 0.8 0.1587
C 2.056394 -7.583365 -2.260055 -1.8 3.3 0.9 -0.8087
N 1.499854 -7.749125 -3.445945 -0.8 -1.2 -2.8 0.1695
O 1.867854 -6.655005 -1.506945 -0.6 1.9 0.5 0.0234
H 3.044074 -9.262115 -2.546445 0.5 0.0 0.7 0.1093
H 3.371184 -8.359825 -1.046235 -0.1 -0.4 -0.3 0.1294
H 0.907134 -7.117415 -3.965285 0.2 0.0 0.7 0.1205
H 1.720494 -8.642655 -3.861895 -0.5 0.4 -0.5 0.0982
C -0.577956 -0.489175 -0.078075 0.2 0.7 0.5 -0.0916
C 0.801494 -1.069655 0.309615 -2.1 0.3 -0.6 -0.3205
O 1.376444 -1.359265 -0.931565 1.2 -0.9 -0.4 -0.0835
H -1.273306 -1.098135 -0.655785 0.4 -0.8 0.3 0.0678
H -0.374566 0.317515 -0.782335 0.1 0.4 0.3 0.0671
H -1.104136 -0.108975 0.797535 -0.1 0.2 0.0 0.0635
H 0.695654 -1.976995 0.904285 0.1 0.1 0.3 0.1094
H 1.391554 -0.317965 0.833905 0.0 0.0 0.2 0.1035
H 1.610854 -2.288665 -0.878005 0.3 0.0 -0.5 0.0841
```
Positions in Å, forces in eV/Å.

Total energy = -57525.6280 eV
LUMO level = 0.4 eV
Orbital gap = 9.572 eV
Strongest force on any atom = 0.100 hartree/bohr

---

(2)
ORCA calculation (wB97M-V/def2-TZVPD) on a 10-piece molecular cluster, C27H77N3O13 overall at a distorted geometry.

Structure (XYZ):
```
120
Properties=species:S:1:pos:R:3:forces:R:3:lowdin_charge:R:1
C 4.449310 4.398143 -4.688566 0.7 1.3 1.0 -0.0991
O 4.735308 4.205313 -3.299386 -0.1 -0.8 1.1 -0.2283
C 4.157330 5.170861 -2.341300 0.4 0.4 -3.3 -0.1929
C 4.615304 4.967850 -0.950327 0.1 0.8 -0.2 -0.2244
N 3.984919 3.732817 -0.579388 0.1 -0.4 0.7 -0.0724
C 4.535615 3.165059 0.637896 -0.1 -1.3 0.2 -0.1738
C 3.882355 1.821104 1.009373 0.6 -0.3 0.5 -0.1931
O 4.407658 1.472074 2.298060 0.3 -1.8 1.2 -0.1769
C 4.357975 0.053007 2.714902 -1.1 -0.3 -0.9 -0.0812
H 4.884530 5.377625 -4.886794 -0.6 0.5 -0.5 0.0791
H 3.385353 4.346826 -4.919810 0.0 0.0 0.0 0.0833
H 5.044573 3.761367 -5.343001 -0.2 -0.7 0.6 0.0879
H 3.074460 5.055345 -2.387633 -0.2 0.1 0.1 0.1157
H 4.416914 6.148675 -2.746988 0.0 0.3 0.2 0.1210
H 4.298114 5.859204 -0.409055 -0.5 -0.2 0.4 0.1330
H 5.698991 4.990798 -0.835487 0.3 -0.4 -0.2 0.1282
H 4.287649 3.174632 -1.364805 -0.3 -0.9 0.0 0.1072
H 4.409165 3.842243 1.482601 0.0 0.1 -0.1 0.1339
H 5.585956 2.913592 0.490703 0.4 0.4 0.3 0.1236
H 4.187826 1.027668 0.327284 -0.1 0.0 -0.5 0.1229
H 2.796252 1.913203 1.006878 -0.1 -0.1 0.2 0.0922
H 3.354713 -0.371179 2.674690 -0.7 0.6 -0.1 0.0562
H 4.680538 -0.266374 3.705892 0.3 1.7 0.4 0.0764
H 4.867259 -0.723956 2.144751 0.8 0.8 -1.1 0.0784
C -4.954013 0.476461 -3.177263 1.2 0.2 0.1 -0.1064
O -4.356456 -0.709292 -3.625802 -0.2 -1.1 -0.2 -0.2173
C -3.628042 -0.690205 -4.844362 0.3 -1.0 0.2 -0.1929
C -2.568850 -1.867179 -4.749560 -0.6 0.8 0.1 -0.1857
N -3.135823 -3.205268 -4.611882 1.4 0.4 -0.3 -0.0809
C -3.538485 -3.885398 -5.837720 -1.2 -1.3 1.1 -0.1765
C -3.582429 -5.423856 -5.526519 0.5 0.3 0.9 -0.2442
O -4.288492 -6.166153 -6.463561 -0.8 -1.1 -1.6 -0.1809
C -4.658315 -7.507081 -6.126379 -0.7 -0.1 0.0 -0.1070
H -4.104811 1.159623 -3.192895 -0.4 1.0 0.2 0.0717
H -5.254114 0.319428 -2.141226 -0.1 0.0 -0.1 0.0904
H -5.795706 0.855894 -3.756643 0.0 -0.1 -0.3 0.0875
H -3.163994 0.269383 -5.072266 0.4 0.3 0.5 0.1088
H -4.320294 -0.807737 -5.678068 -0.1 -0.5 -0.2 0.1123
H -1.930190 -1.724949 -3.877793 -0.2 0.5 0.3 0.0999
H -1.856236 -1.785735 -5.570311 -0.3 -0.3 -0.4 0.1086
H -3.906587 -3.135722 -3.962902 -0.1 -0.2 0.0 0.1046
H -2.868470 -3.770635 -6.689788 -0.1 0.6 0.2 0.1211
H -4.552308 -3.522905 -6.007635 -0.1 -0.3 -1.1 0.1135
H -3.968924 -5.613495 -4.525138 -0.5 0.4 0.3 0.1122
H -2.557689 -5.786271 -5.444871 0.4 0.0 -0.2 0.1149
H -3.892283 -8.125061 -5.657984 0.1 0.5 0.6 0.0874
H -5.002134 -8.180657 -6.911353 0.8 0.8 -1.5 0.0751
H -5.644353 -7.538485 -5.662871 0.3 0.5 1.4 0.0816
C 3.304136 0.441452 8.837833 0.7 1.2 1.3 -0.1790
O 3.410694 0.239412 7.495789 -1.5 -1.6 -2.5 -0.1791
C 2.155055 -0.308130 6.985570 0.2 1.4 -0.4 -0.1708
C 2.065648 -0.286743 5.414634 -0.1 -0.5 0.2 -0.1659
N 0.722420 -0.681090 4.940070 1.3 0.7 0.5 -0.0618
C 0.282737 -2.002693 5.293900 -1.7 0.9 -0.1 -0.2148
C -0.628773 -2.436965 4.139987 -0.1 -1.1 -0.3 -0.2159
O 0.032523 -2.436125 2.875251 -0.5 0.3 0.0 -0.2403
C 0.957883 -3.481630 2.722299 -0.3 -0.3 0.7 -0.0923
H 2.676642 1.311795 9.029814 -0.2 0.2 0.3 0.0877
H 4.321520 0.677938 9.149431 -0.1 0.0 0.5 0.0929
H 2.912608 -0.367942 9.454028 0.0 -0.5 -0.2 0.0864
H 1.335986 0.307795 7.356871 -0.1 0.6 -0.1 0.1131
H 1.933762 -1.224032 7.533522 0.4 -0.8 -0.7 0.1101
H 2.847512 -0.895191 4.960129 0.2 -0.7 0.3 0.0848
H 2.304682 0.684463 4.981376 -0.2 0.4 0.6 0.1197
H 0.563263 -0.553237 3.950920 0.7 0.3 0.0 0.0922
H -0.348368 -1.811345 6.161752 -0.2 -0.8 0.3 0.1160
H 1.036820 -2.733367 5.586431 0.3 -0.1 -0.4 0.1179
H -1.547188 -1.873236 3.976156 0.5 0.9 0.3 0.1149
H -1.059483 -3.423246 4.312724 0.4 -0.6 0.2 0.1123
H 1.109517 -3.707660 1.666836 0.4 0.6 0.1 0.0784
H 0.554688 -4.410056 3.126736 -0.2 -0.2 0.2 0.0873
H 1.831077 -3.242351 3.329237 0.6 -0.2 -0.5 0.0901
C -2.380830 -0.052519 -0.341611 1.2 -0.9 0.7 -0.0316
C -1.416323 0.190550 0.785601 1.0 1.3 1.8 -0.4470
C 0.077448 -0.028993 0.531316 -0.2 0.1 -1.7 -0.0304
O -1.593378 1.558065 1.254639 0.2 -0.6 0.5 -0.0806
H -2.249887 -1.088980 -0.652573 -0.3 -0.1 -0.2 0.0758
H -2.060463 0.584880 -1.165740 -0.8 0.3 -0.2 0.0911
H -3.345238 0.071206 0.151032 -0.4 0.3 -1.1 0.0830
H -1.648690 -0.422611 1.656313 -0.4 -0.2 -0.1 0.1115
H 0.090665 -0.710020 -0.319650 0.5 -0.6 0.1 0.0734
H 0.725433 -0.388118 1.330831 -0.5 -0.1 0.2 0.0612
H 0.542239 0.872383 0.131815 -0.2 0.1 0.1 0.0415
H -2.094147 2.090036 0.631867 -0.3 0.0 -0.3 0.0243
C 0.391091 3.525661 0.332147 1.1 0.3 -0.6 -0.1559
O 1.221250 4.571713 -0.146167 -0.6 0.9 0.1 -0.1382
H -0.078143 3.051368 -0.529811 -0.6 -0.1 0.1 0.0562
H 1.030627 2.769061 0.786741 -0.4 0.0 0.5 0.0451
H -0.313542 3.957525 1.042829 0.0 -0.3 -0.1 0.0922
H 2.049904 4.223886 -0.483728 0.5 -0.4 0.1 0.0079
C 2.782002 -2.513649 -0.575358 -0.1 -0.5 -1.2 -0.1484
O 4.177279 -2.868386 -0.737907 -0.9 0.4 0.9 -0.1205
H 2.471177 -2.065587 -1.519145 -0.3 0.3 0.1 0.0729
H 2.150427 -3.391974 -0.442048 0.1 -0.3 0.1 0.0633
H 2.485167 -1.840876 0.229244 1.0 0.1 0.2 0.0551
H 4.203938 -3.309715 -1.590039 0.2 0.0 0.0 0.0685
C -2.640118 -3.291151 1.575000 0.3 -1.9 0.7 -0.1636
O -3.293034 -2.265970 2.244036 -0.6 1.8 -0.5 -0.1104
H -1.934528 -3.687298 2.305275 0.4 -0.5 -0.6 0.0579
H -3.325792 -4.088903 1.289448 -0.2 -0.2 0.0 0.0808
H -2.112028 -3.057212 0.650614 -0.1 0.9 0.3 0.0826
H -3.627355 -2.562372 3.093735 0.0 -0.2 -0.2 0.0917
C -4.160572 2.045878 3.213625 2.0 0.0 -0.4 -0.1611
O -4.561368 0.946103 2.417219 -1.2 0.2 0.0 -0.1250
H -3.397111 1.663687 3.891242 -0.3 0.2 0.8 0.0783
H -3.555615 2.728574 2.616902 -0.3 0.4 -0.3 0.0557
H -4.933027 2.632367 3.711050 -0.4 -0.7 -0.2 0.0805
H -3.774789 0.621640 1.972658 0.2 0.1 0.1 0.0216
C -3.073142 3.836959 -1.424762 0.5 0.4 -0.7 -0.1511
O -3.370303 3.371250 -0.136117 -0.9 -0.1 0.1 -0.1213
H -2.987436 4.923553 -1.433302 0.6 0.1 0.1 0.0839
H -2.160843 3.313453 -1.710673 0.1 0.5 -0.4 0.0720
H -3.862505 3.658586 -2.154962 -0.1 -0.6 0.0 0.0748
H -4.328315 3.428657 -0.113689 -0.1 -0.3 0.8 0.0938
C 1.778330 1.921331 -3.223325 0.1 -0.9 0.8 -0.1262
O 2.288718 0.758485 -3.919285 -0.1 1.1 -0.3 -0.1221
H 1.608348 1.554172 -2.211205 -0.3 0.5 0.3 0.0632
H 2.496943 2.736913 -3.142531 0.3 -0.3 -0.4 0.0529
H 0.844871 2.326807 -3.613618 0.0 -0.2 -0.3 0.0801
H 1.518237 0.241168 -4.164929 0.0 -0.1 -0.1 0.0618
```
Positions in Å, forces in eV/Å.

Relative energy (zero: lowest compared OMol25 entry of this formula, charge and spin) = 5.570 eV
Total energy = -60324.9043 eV
LUMO level = 0.3 eV
Orbital gap = 8.934 eV
Strongest force on any atom = 0.065 hartree/bohr